# C3H4LiO2Pt

A molecular structure, C3H4LiO2Pt at a distorted geometry (ωB97M-V/def2-TZVPD, the Open Molecules 2025 dataset).

Calculated values
- Charge: +3
- Kohn-Sham gap (alpha / beta): 0.31778 / 0.20147 hartree
- Max |F|: 10.3 eV/A
- E_LUMO (alpha / beta): -0.5949 / -0.7112 Eh
- Calculated total energy: -392.498188 Ha
- Spin multiplicity: 3
- Molar mass: 274.082 u
- ΔE to the lowest compared entry with this formula, charge and spin: 15.4 kcal/mol

Positions of all 11 atoms, in Å:
O -0.12055 -1.14435 0.72445
Li -1.23127 0.85538 0.27255
C 1.09676 -0.76844 0.61557
C 1.36586 -0.26324 -0.71183
H 1.85441 -1.26664 1.23379
H 2.32581 -0.62184 -1.11078
H 1.37463 0.83606 -0.65810
Pt -0.76675 -2.13626 1.94555
C -2.82588 2.40315 -0.36906
O -3.64248 3.10693 -0.68019
H 0.56946 -1.00074 -1.26195